Arrangement i

Computed, not measured: 3 unconnected molecules or ions with the total composition C7H14N3, with wB97M-V/def2-TZVPD.

Computed properties:
Charge: +1
HOMO, eV: -13.22
Orbital gap, eV: 9.229

Cartesian coordinates (Å):
H: 3.144 0.364 -0.524
C: -2.263 0.356 -0.595
H: 1.854 0.318 -2.824
H: -0.061 0.828 -2.515
H: -0.197 1.811 0.712
H: 1.456 1.729 -2.148
N: -0.061 -0.176 -0.333
C: 1.112 -0.021 -0.877
H: 0.655 -2.533 0.338
H: 2.276 -0.146 0.968
C: 0.111 -2.052 1.156
C: -0.306 -0.815 0.929
C: -1.432 -0.129 1.679
C: 1.081 0.725 -2.134
N: -2.480 0.368 0.699
N: -1.135 0.115 -1.126
H: -3.368 0.743 0.888
H: 0.580 2.100 0.453
H: -0.036 -2.629 2.141
H: -0.994 0.571 2.327
C: 2.416 -0.201 -0.156
H: 2.693 -1.150 -0.248
H: -3.138 0.594 -1.102
H: -1.908 -0.769 2.293



Arrangement ii

Computed, not measured: 2 unconnected molecules or ions with the total composition C7H14N3, with wB97M-V/def2-TZVPD.

Computed properties:
Charge: +1
HOMO, eV: -12.36
Orbital gap, eV: 8.708

Cartesian coordinates (Å):
C: 0.012 -2.473 0.327
H: -1.083 -2.367 2.079
C: -1.163 -0.423 0.898
C: -0.807 -1.753 1.223
N: -1.353 1.262 -0.746
H: 1.230 -3.528 -1.688
C: 0.387 -1.906 -0.850
N: 0.003 -0.617 -1.116
H: 2.109 -0.663 0.376
H: 1.436 -2.060 -2.644
C: -0.789 0.109 -0.310
H: 0.194 -0.320 -2.016
C: 1.945 0.443 0.486
H: 2.681 0.734 1.154
H: -1.723 0.233 1.451
C: -2.033 2.245 0.066
H: 1.105 0.570 1.100
H: -1.586 3.255 0.055
N: 1.006 -2.563 -1.866
H: -3.087 2.338 -0.359
H: -2.090 1.900 1.029
H: 2.096 0.915 -0.556
H: -0.808 1.744 -1.424
H: 0.156 -3.516 0.610



Taking the most stable structure as the zero point, the relative energies in hartree are arrangement i 0.1505; arrangement ii 0.0000.